<A>
Computed, not measured: a 2-piece molecular cluster, C2H6F2Si overall, with wB97M-V/def2-TZVPD.

Bonds (Å) are listed after each position.
Atoms and positions in Å:
1 C -2.59 0.29 0.26  H6 1.120, H7 1.126, H8 1.034
2 C 1.26 0.61 0.04  F3 1.374, Si5 1.921, H9 1.035, H10 1.118
3 F 2.35 0.94 0.81  C2 1.374
4 F 2.14 -2.14 0.38  Si5 1.643
5 Si 1.24 -1.19 -0.62  C2 1.921, F4 1.643, H11 1.426
6 H -3.23 0.16 -0.65  C1 1.120
7 H -2.54 -0.76 0.65  C1 1.126
8 H -2.54 0.99 1.03  C1 1.034
9 H 1.42 1.20 -0.80  C2 1.035
10 H 0.48 1.02 0.72  C2 1.118
11 H 2.02 -1.12 -1.81  Si5 1.426

Values from the calculation:
Gap between HOMO and LUMO (spin up / spin down), Eh: 0.2997 / 0.3002

<B>
Computed, not measured: an isolated molecule of C2H6F2Si, with wB97M-V/def2-TZVPD.

Bonds (Å) are listed after each position.
Atoms and positions in Å:
1 C 1.53 0.68 -0.14  Si2 1.923, H6 1.113, H7 1.097, H8 1.128
2 Si 0.06 -0.49 0.27  C1 1.923, C3 1.866, F4 1.910, F5 1.616
3 C -1.68 -0.16 -0.32  Si2 1.866, H9 1.122, H10 1.147, H11 1.090
4 F -0.14 -0.61 2.16  Si2 1.910
5 F 0.43 -2.04 -0.01  Si2 1.616
6 H 1.57 0.91 -1.23  C1 1.113
7 H 1.42 1.56 0.50  C1 1.097
8 H 2.54 0.32 0.20  C1 1.128
9 H -2.34 0.03 0.56  C3 1.122
10 H -1.49 0.77 -0.97  C3 1.147
11 H -1.91 -0.96 -1.03  C3 1.090

Values from the calculation:
Gap between HOMO and LUMO, Eh: 0.4464

Stability check: which of them is most stable? <B>.